DFT (ωB97M-V with the def2-TZVPD basis set) results for a structure of composition C45H73BClN8O2P2Pt.

Last column: Löwdin charge in e.
CARTESIAN COORDINATES (ANGSTROEM)
H 1.7593 3.6684 4.0172  0.100
H 4.4819 -1.7716 -6.2537  0.107
C 1.3448 -4.2073 1.6468  -0.071
H 1.2522 -0.3519 -2.7474  0.106
C 3.6914 -1.2906 -5.6771  -0.107
N -4.3906 0.7842 -1.3407  -0.041
C 3.0565 1.8265 -1.3508  -0.210
N -0.3723 -0.3226 3.2727  -0.003
C -1.2616 0.1187 4.2561  -0.147
H 0.0403 3.3070 3.8612  0.090
C 0.5164 5.3215 2.1881  -0.077
C 1.0813 -2.9437 0.8237  -0.679
N -1.1946 -1.1856 -2.8758  0.148
H -1.6385 2.1766 -1.3233  0.053
H 2.6122 -1.7687 -3.8485  0.088
C -0.9039 2.8599 -1.7541  -0.101
C 1.0519 3.8990 2.0077  -0.663
H -5.2905 2.3875 -0.3100  0.096
C 0.5198 -1.4523 3.2678  -0.234
N 3.4782 1.9720 -2.5804  0.159
C 5.7985 -3.2301 -1.9011  -0.097
C 0.7838 4.6406 -1.3349  -0.078
H 3.1015 4.4821 2.2965  0.097
C -3.4498 0.1706 -0.4773  -0.504
H -3.8532 1.9229 6.4447  0.101
H -2.4585 4.4140 -0.1444  0.074
H -1.9171 3.5899 2.1977  0.102
H 3.4311 2.4187 -0.5355  0.098
C 3.7151 -2.3884 3.0676  -0.071
H 3.0187 0.9560 2.4859  0.043
C -3.1219 1.4258 5.8217  -0.094
H 2.6492 -3.0505 -5.0377  0.124
P 1.4847 -1.3264 1.6578  1.029
H 1.0701 5.7925 3.0040  0.097
H -2.7154 -0.0875 7.2802  0.101
H -3.3711 2.8057 4.1816  0.109
H -0.5382 5.3356 2.4659  0.078
H 6.8867 -5.1949 -4.4330  0.109
H -0.0807 2.2574 -2.1426  0.059
H 2.9909 1.9310 -5.0735  0.112
Cl 7.9189 -4.9012 -1.8011  0.679
H 2.4009 -4.4681 1.6723  0.070
O 4.9590 -0.0670 -3.9993  -0.003
H 1.4666 -3.9026 -1.0648  0.099
C 1.8318 -3.0383 -0.5028  -0.092
H -5.9052 0.7843 0.0888  0.097
C -0.4085 3.8938 -0.7323  -0.665
H -3.0428 0.1324 -4.3255  0.108
C 4.1917 -1.0605 1.0047  -0.083
C 1.9600 0.3965 -2.4340  -0.154
P 0.0477 2.8967 0.7903  1.041
H -6.3323 1.5296 -1.4727  0.092
H 4.6883 2.9002 -5.4395  0.078
H 3.6772 0.2770 -7.9455  0.085
H 0.6548 5.9396 1.3027  0.068
H 2.6335 4.4810 0.5981  0.067
H 4.6294 1.7276 -8.2172  0.096
C -1.5386 4.8981 -0.4720  -0.077
H 2.7661 0.0358 3.9711  0.084
H 1.1108 5.4754 -0.7170  0.071
C -2.8505 1.9315 4.5521  -0.011
H 2.0016 0.4813 -5.0788  0.140
N -2.3674 -0.4345 -1.0593  0.189
C 6.2792 -4.4714 -3.9074  -0.093
O -3.6367 0.2198 0.7205  0.070
N 2.1000 0.8657 -1.2049  -0.057
H -4.9822 1.2837 -3.2559  0.136
H -1.7597 5.4128 -1.4105  0.093
H -0.7857 -1.8410 -2.2249  0.081
H 1.6734 -2.1432 -1.1140  0.054
H -1.0261 -2.8783 1.4458  0.089
H -0.0306 -2.3961 3.2979  0.089
Pt 0.7490 0.6477 0.6148  0.791
H 0.4828 5.0511 -2.3024  0.096
C -4.2239 0.7723 -2.6774  -0.051
C 3.2593 -1.1986 2.2165  -0.671
H -1.2891 -1.5229 -3.8199  0.103
H 2.8649 -1.1283 -6.3730  0.119
H 2.9019 -3.1720 -0.3650  0.058
H -1.2700 5.6569 0.2600  0.069
H 3.7775 -0.4099 0.2328  0.049
C -2.2619 -0.4884 -2.3620  -0.393
C -1.6082 2.6988 1.6471  -0.243
H 5.8490 -0.7489 -7.4360  0.083
H 4.9678 -4.1244 -5.5543  0.122
H 6.8211 0.7066 -7.3219  0.092
H 4.6644 -2.1330 3.5450  0.096
C 3.3550 0.0861 3.0540  -0.090
H -0.7219 -3.6967 -0.0848  0.096
H 1.2069 -1.4493 4.1177  0.090
C -3.1708 0.1488 -3.2546  -0.014
H 2.9261 2.9495 1.4477  0.048
H 1.6368 3.9849 -1.5139  0.056
C -1.5457 -0.3851 5.5098  -0.013
H 3.1974 1.8145 -7.2102  0.084
H 0.9847 -4.1361 2.6732  0.078
H 6.0571 2.0217 -4.7734  0.091
H 4.3980 0.2395 3.3378  0.095
H -2.3603 2.5036 0.8772  0.076
B -0.4650 0.5668 2.1671  -0.784
C 6.1464 0.0566 -6.7650  -0.035
N -1.4438 1.5460 2.4917  -0.020
C 4.9468 0.8758 -6.2637  -0.524
H 6.7356 -0.3792 -5.9541  0.089
C 5.2006 -3.8595 -4.5288  -0.030
C -5.5535 1.4139 -0.7231  -0.003
C 6.5707 -4.1500 -2.5923  -0.670
C 4.1638 0.0826 -5.1642  -0.425
C 4.4094 -2.9304 -3.8588  -0.231
H 4.1440 -1.8829 -2.0106  0.095
C 4.0506 1.1843 -7.4686  -0.035
H 1.2385 2.1353 3.3101  0.053
C 3.2564 -2.2672 -4.5762  -0.119
C -1.9121 1.2806 3.7746  -0.164
H 4.4095 -2.0298 0.5565  0.052
C 4.7255 -2.6285 -2.5395  -0.055
H 3.8868 -3.2765 2.4631  0.068
H 6.1266 2.6735 -6.4161  0.090
H 3.0122 -2.6448 3.8614  0.080
C -2.4825 0.2867 6.2925  -0.095
N 2.7763 1.0465 -3.2607  -0.089
H 5.7366 -0.5939 -4.2142  0.103
H 6.0503 -2.9849 -0.8777  0.098
C 2.5102 3.9549 1.5443  -0.093
C 5.4809 2.1913 -5.6816  -0.037
C -0.4259 -2.8451 0.5349  -0.102
C 1.0102 3.1990 3.3748  -0.071
H 0.8175 -5.0408 1.1765  0.094
H 5.1425 -0.6312 1.3285  0.097
H -1.3747 3.3803 -2.5921  0.095
H -1.0517 -1.2760 5.8772  0.109
C 2.9274 0.9140 -4.7008  -0.027
H -0.6911 -1.9191 0.0257  0.026

Forces on atoms 1 to 6 (eV/Å):
0.0 0.0 0.0
0.0 0.0 0.0
0.1 0.0 0.0
-0.1 0.0 0.0
0.0 0.0 0.0
0.0 0.0 0.0

For the highest occupied orbital energy, the calculation gives -9.53 eV. The relative energy (zero: lowest compared OMol25 entry of this formula, charge and spin) is 0.183 eV. Its total energy is -98891.1558 eV. Its charge is +1. The calculation puts the HOMO-LUMO gap at 0.284 hartree.

DFT (ωB97M-V with the def2-TZVPD basis set) results for a cluster of 13 separate species, C45H75N3O10 in total.

Last column: Löwdin charge in e.
CARTESIAN COORDINATES (ANGSTROEM)
C -3.5485 9.4305 0.3867  -0.025
O -9.8909 4.0104 -2.1036  0.055
H 4.5398 8.5447 -3.8859  0.082
H -3.5639 1.8697 -6.9411  0.097
H 3.9239 6.2825 -0.9057  0.083
H -7.5582 3.5783 8.1617  0.076
H 10.0395 1.1452 1.6469  0.098
H -9.9339 0.8223 -1.9892  0.091
C 2.0050 -6.2925 -6.2036  -0.020
H 7.9203 1.9677 2.8121  0.097
H 1.1992 -0.7301 6.9918  0.097
H -5.8277 -4.4926 3.7045  0.078
H -5.5688 1.8845 6.9068  0.079
H -4.7095 -9.0138 -3.8930  0.096
H -4.4722 -10.1782 -2.4643  0.091
H 6.1826 -8.6653 1.5376  0.080
O -7.9775 2.5481 5.1407  0.071
H -3.1769 6.6827 -6.1096  0.094
H 7.8959 2.1340 5.2448  0.100
C 1.8215 -0.5858 7.8626  -0.073
H -3.3940 6.9506 -0.4890  0.071
C 10.9091 0.9944 4.9387  -0.175
C -3.5150 2.9310 -6.7469  -0.082
C 8.7802 1.7696 4.7432  -0.164
H -3.0586 6.1817 1.0633  0.089
C 2.7640 -0.8024 -0.2137  -0.047
C -11.9682 2.8339 -1.5570  -0.026
H -6.7631 -4.6013 6.6942  0.080
C -3.5616 -8.3295 -2.2746  -0.552
C 9.9473 1.1803 2.7224  -0.047
O 9.9770 0.8548 -5.7188  0.068
C 1.6282 0.3810 8.8319  -0.075
C 8.8004 1.6752 3.3656  -0.082
C -2.3614 3.5497 -6.2730  -0.146
N -2.2410 4.8818 -5.9874  0.046
H -8.6350 1.9358 -1.4542  0.088
H 8.3567 -1.2654 -7.2482  0.083
H -5.3143 2.3551 5.3115  0.079
H 9.1265 0.8874 -8.5749  0.089
C -5.8542 2.6682 6.2051  -0.027
H 7.2510 -0.5596 -6.0236  0.083
H 0.3518 -0.7633 -1.5399  0.082
C -4.5390 5.1017 -6.7791  -0.068
C 9.0425 0.5901 -6.4433  -0.506
H -8.0278 4.6899 6.8654  0.095
H -0.0781 -3.8448 -7.6648  0.082
C 11.0423 0.8536 3.5832  -0.077
H 6.4476 -8.3811 -0.2501  0.087
C 3.0652 -1.2950 7.8417  -0.075
C -3.3326 5.6264 -6.2718  -0.150
H 7.6751 1.6082 -7.7618  0.083
C -2.7649 -8.6283 -1.0705  -0.030
O -3.8052 -7.1695 -2.5331  0.060
C 3.9906 -1.0158 8.8073  -0.153
H 4.5237 7.4305 -5.1543  0.084
C 0.2985 -0.6639 -0.4557  -0.025
H 4.9183 -1.5603 8.9037  0.099
C -4.6355 3.7192 -7.0104  -0.080
H -0.5357 -0.0210 -0.1749  0.073
H -3.4817 9.3218 -0.6958  0.066
H -5.5207 3.3214 -7.4843  0.101
H 3.2360 -2.0091 7.0496  0.095
C -8.0492 3.6500 7.1913  -0.031
C 7.5719 -6.7985 2.6521  -0.021
H 2.8717 -5.8904 -5.6788  0.090
H -2.5306 9.7589 0.5966  0.084
H 3.2794 -1.1687 0.6741  0.091
H 2.4228 1.2116 10.6423  0.097
C -3.7591 6.8244 0.5302  -0.028
H -4.3217 10.1729 0.5846  0.081
H -0.6425 -5.4671 -7.0840  0.085
H -3.1894 -9.9636 -3.4883  0.094
O -8.4886 -5.7910 4.2521  0.056
H 2.5884 -1.7559 -0.7117  0.077
H -7.2363 -3.9415 2.9523  0.075
H 3.5156 -0.2661 -0.7930  0.095
H -1.4271 3.0151 -6.1857  0.095
C 6.8899 -8.4197 0.7455  -0.028
H 0.7002 0.9304 8.8886  0.094
H -0.0666 -4.2317 -5.9895  0.082
H 1.1856 -6.5479 -5.5317  0.073
C 4.1818 6.6286 -3.0797  -0.509
C 3.5610 6.9153 -1.7157  -0.022
C 8.2912 -0.7189 -6.3074  -0.028
H -12.5659 2.1596 -2.1702  0.082
C 0.0935 -4.6706 -6.9743  -0.037
C -6.8119 -4.0907 3.9451  -0.026
C 2.6516 0.5862 9.7920  -0.153
H -2.6628 -9.6868 -0.8314  0.081
H -9.0572 3.2962 7.4080  0.086
H 2.9935 7.8367 -4.3376  0.085
H 11.7549 0.7329 5.5573  0.099
C 4.0513 7.6190 -4.1902  -0.030
H -4.7262 6.3218 0.5168  0.090
O 2.1701 -4.7273 -8.0486  0.026
H -6.7762 -3.0959 4.3894  0.074
H 8.7763 -1.2932 -5.5181  0.080
C -3.9465 8.1648 1.1681  -0.467
C -7.7574 -4.7232 6.2646  -0.038
N 3.7388 -0.1706 9.8450  0.047
H -8.4004 -3.8657 6.4631  0.092
H -12.3478 3.8458 -1.6987  0.078
H 2.4922 6.7245 -1.8120  0.082
H 3.6736 7.9648 -1.4440  0.075
H 6.8330 -7.3304 3.2515  0.074
N 9.8094 1.4611 5.5409  0.055
H 2.2828 -7.1885 -6.7587  0.087
H -5.3682 3.5751 6.5647  0.079
H -5.4297 5.6899 -6.9442  0.094
H -12.1057 2.5809 -0.5057  0.080
C 8.7373 1.3768 -7.6821  -0.034
H 7.6141 -5.7387 2.9031  0.082
C -4.0545 -9.4130 -3.1187  -0.025
H 7.7631 -9.0709 0.7068  0.091
C -7.3564 2.8879 6.1103  -0.508
O 1.6271 0.8762 0.9145  0.088
O 7.3726 -6.1550 0.3276  0.044
C 1.5740 -0.0332 0.1380  -0.518
O -4.3258 8.2430 2.3378  0.040
H -1.8464 -8.0690 -1.2487  0.095
C -10.4654 2.9575 -1.8340  -0.498
H 11.9359 0.4233 3.1557  0.094
H -3.1473 -8.1963 -0.1457  0.091
H 8.5724 -7.1837 2.8489  0.084
C -9.7094 1.7524 -1.4670  -0.038
H 0.0287 -1.5840 0.0626  0.084
O 4.7879 5.6031 -3.2333  0.069
C -7.7143 -5.0174 4.7932  -0.471
C 1.4809 -5.2309 -7.1393  -0.468
H 9.2400 2.3401 -7.5966  0.081
C 7.3316 -7.0576 1.1600  -0.492
H -10.0565 1.6562 -0.4383  0.088
H -8.1468 -5.5544 6.8524  0.080

Forces on atoms 1 to 6 (eV/Å):
-0.5 -0.4 -0.4
-1.3 -1.3 0.1
-0.2 0.3 0.4
0.3 -0.1 0.0
0.3 -0.1 -0.4
0.4 0.2 -0.1

For the highest occupied orbital energy, the calculation gives -9.47 eV. The relative energy (zero: lowest compared OMol25 entry of this formula, charge and spin) is 0.499 eV. Its total energy is -72822.1235 eV. Its charge is 0. The calculation puts the HOMO-LUMO gap at 0.358 hartree.

DFT (ωB97M-V with the def2-TZVPD basis set) results for a cluster of 13 separate species, C45H75N3O10 in total.

Last column: Löwdin charge in e.
CARTESIAN COORDINATES (ANGSTROEM)
C 9.1827 -2.6301 3.9587  -0.464
C -3.3693 -5.2871 -6.9578  -0.138
H -2.9391 2.0744 -10.9982  0.095
H 9.5851 2.3102 -4.0107  0.096
H -2.1783 -3.8177 -5.9974  0.091
C -8.0659 -2.2889 5.1140  -0.480
O -10.5249 -3.4615 -1.7766  0.040
C 4.7893 -5.8942 -4.1832  -0.027
H 10.0384 0.7248 -4.8739  0.081
H -4.6533 -8.0207 -5.6593  0.097
H 8.1967 -5.7831 -3.2151  0.076
C 7.3546 0.8246 -5.2727  -0.026
H -2.1668 -0.4205 0.2850  0.079
H 4.2919 -6.6032 -3.5215  0.079
O -0.5909 2.1465 -0.0884  0.082
H -9.5493 -0.6778 5.3094  0.072
C -0.6450 1.0786 0.4292  -0.532
H 0.5754 -0.1423 1.5511  0.084
H 2.8742 0.2271 11.9668  0.093
H -11.4958 -1.0278 -1.1989  0.091
H 5.5765 7.2650 -6.3392  0.092
H -8.2539 -2.3314 -1.8749  0.086
C -1.9682 0.4382 0.9263  -0.011
H 3.8932 6.3277 -4.3436  0.085
C 9.5663 1.2205 -4.0257  -0.027
C -3.0446 2.0217 -9.9246  -0.143
H 0.5722 -0.4806 -0.1870  0.091
H -3.5948 1.9061 -6.1736  0.096
C 4.4919 6.9894 -3.7176  -0.036
H -8.6522 -2.5240 -3.5888  0.088
C -8.4778 6.5980 1.5744  -0.030
O 6.8762 7.2205 -3.6941  0.058
H -7.8797 -0.1547 5.1132  0.086
C -8.9919 -3.1896 5.9211  -0.030
H -1.3553 -0.0335 11.1751  0.093
H 4.2707 -5.9374 -5.1410  0.072
H -0.8478 0.3824 8.7904  0.096
O 9.2678 -3.2619 5.0123  0.041
H 3.9410 7.8624 -3.3679  0.086
H 9.9685 0.8527 -3.0817  0.085
C 2.0724 6.7924 4.3584  -0.489
C -8.6065 -0.9098 4.8139  -0.030
H 7.3366 1.8353 -5.6805  0.087
H 0.1363 7.6277 4.7938  0.085
H -8.8492 -0.9186 -2.7966  0.071
C -3.4535 -6.6546 -4.5412  -0.080
H -2.1981 -5.1611 -3.7212  0.095
C -10.3372 -2.3714 -2.2902  -0.492
H -1.6039 3.0920 -7.0145  0.098
C -7.2839 6.8179 0.7099  -0.507
C -3.4391 1.9955 -7.2386  -0.092
H -5.4340 7.8360 0.5871  0.083
C -2.2971 2.6778 -7.7317  -0.055
H 2.2514 4.6617 4.1863  0.073
H 0.7139 -6.5951 4.5007  0.084
H 11.1991 -2.5605 3.2514  0.083
H 3.4076 5.3814 5.2465  0.083
C 3.2420 -7.2474 3.5536  -0.026
C -4.3012 1.3497 -8.0810  -0.160
H -12.3937 -1.8468 -2.5123  0.085
H 1.5265 0.8458 0.3525  0.090
C -2.6804 -5.4831 -4.6323  -0.070
C 5.7488 8.0665 -5.6209  -0.030
H 2.9083 -8.0507 4.2105  0.074
C -8.9194 -1.9992 -2.6716  -0.022
N -4.1397 1.3344 -9.4402  0.054
H 3.7435 -7.7588 2.7320  0.075
H 7.1296 -2.0271 4.2223  0.077
H 6.9453 -6.8263 -2.4271  0.083
H 4.5429 -4.8636 -3.9278  0.077
C -0.0485 0.4172 9.5158  -0.146
C 1.1698 -5.7068 4.0636  -0.021
C -6.3434 7.9070 1.1839  -0.031
H 4.6171 6.3766 -2.8248  0.080
C 0.6946 0.0544 11.8070  -0.057
O 2.1568 -5.9227 1.9287  0.070
H -6.8134 8.8899 1.2160  0.085
H -3.3564 -4.7871 -7.9149  0.096
H -9.2658 7.3466 1.4920  0.090
H 0.4006 -5.1715 3.5068  0.082
C 7.1351 -5.9283 -3.0152  -0.035
H 4.0784 -6.7270 4.0203  0.078
H -5.2169 0.9395 -7.6813  0.098
H 3.6985 5.4289 3.5456  0.083
H -8.4567 -4.0314 6.3604  0.078
H 0.3237 5.8635 5.0995  0.077
C 5.8182 7.4636 -4.2586  -0.504
C -2.6442 -4.7828 -5.8633  -0.070
C -11.4603 -1.3553 -2.2379  -0.020
C 8.0157 -1.6602 3.7042  -0.029
C 0.5992 0.3121 0.5606  -0.036
O 2.4493 7.7806 3.7564  0.053
C 10.2052 -2.7012 2.8266  -0.026
H -9.7492 -3.6122 5.2608  0.088
C 0.7999 6.8424 5.1558  -0.025
H 7.8727 0.1660 -5.9698  0.080
H 4.8192 8.6358 -5.6152  0.081
H -8.8654 5.6314 1.2528  0.083
H -11.1481 -0.5721 -2.9288  0.072
C 8.1048 0.8917 -3.9638  -0.504
O -6.9385 -2.6504 4.8053  0.053
O 7.5483 0.8174 -2.8738  0.045
C 2.2054 -6.2089 3.0885  -0.504
H 7.7826 -1.6283 2.6399  0.071
H -1.3385 3.2704 -9.5993  0.094
C 2.0093 0.1695 11.3227  -0.088
O -6.9983 6.1721 -0.2800  0.067
C 2.9073 5.5262 4.2890  -0.026
H -2.7466 1.1773 0.7365  0.077
C -4.0517 -7.1248 -5.7010  -0.161
C -0.3415 0.1241 10.8378  -0.086
H -9.3957 -2.6252 6.7617  0.078
H -3.4801 -7.2397 -3.6339  0.097
C 6.3235 -6.0678 -4.3083  -0.444
N -4.0797 -6.4442 -6.8641  0.043
H 10.1053 -3.6983 2.3977  0.088
H 3.2954 0.5838 9.6578  0.099
H 0.3145 -0.1399 12.7991  0.097
H -8.8088 -0.8024 3.7482  0.085
H -6.0603 7.7353 2.2224  0.077
H 6.9429 -5.0410 -2.4120  0.075
H 6.3112 0.5322 -5.1543  0.082
H 10.0498 -1.9189 2.0837  0.072
H 1.0059 7.0982 6.1951  0.087
H 8.2868 -0.6626 4.0498  0.087
H 1.6935 -5.0481 4.7564  0.088
C 2.2830 0.3912 9.9807  -0.141
N 1.2485 0.5047 9.1017  0.039
C -2.1371 2.7129 -9.1326  -0.083
H -8.1832 6.5275 2.6215  0.083
O 6.9073 -6.3192 -5.3647  0.044
H -1.9536 0.1323 1.9724  0.077
H 6.6678 8.6131 -5.8322  0.089

Forces on atoms 1 to 6 (eV/Å):
-0.4 0.1 1.2
-0.2 -1.5 1.6
-0.1 -0.3 -0.1
0.5 0.0 -0.4
0.4 -0.1 0.3
0.9 -0.7 0.5

For the highest occupied orbital energy, the calculation gives -9.50 eV. The relative energy (zero: lowest compared OMol25 entry of this formula, charge and spin) is 0.407 eV. Its total energy is -72822.2158 eV. Its charge is 0. The calculation puts the HOMO-LUMO gap at 0.358 hartree.